(1)
{
  "formula": "C5H7NS",
  "method": "the ωB97M-V functional and the def2-TZVPD basis",
  "charge": 0,
  "orbital_gap_ev": 9.56,
  "smiles": "N[C@@H]1C=C[C@@H]2S[C@H]12",
  "multiplicity": 1,
  "species": ["S", "N", "C", "C", "C", "C", "C", "H", "H", "H", "H", "H", "H", "H"],
  "positions_angstrom": [[1.86, -1.00, -0.56], [-1.44, -1.35, -0.42], [0.47, 1.51, -0.46], [-0.78, -0.32, 0.35], [0.71, -0.48, 0.76], [1.46, 0.66, 0.27], [-0.76, 0.92, -0.48], [-1.24, -2.25, -0.03], [-1.70, 1.32, -0.93], [-1.07, -1.46, -1.36], [0.68, 2.48, -0.97], [-1.34, -0.25, 1.27], [2.28, 1.13, 0.81], [0.86, -0.90, 1.74]],
  "lowdin_charge": [0.813, 0.032, -0.088, -0.421, -0.519, -0.469, -0.055, 0.063, 0.122, 0.072, 0.111, 0.133, 0.105, 0.102]
}

***

(2)
{
  "formula": "C3H5Br",
  "method": "the ωB97M-V functional and the def2-TZVPD basis",
  "charge": 0,
  "orbital_gap_ev": 10.18,
  "smiles": "C/C=C\\Br",
  "multiplicity": 1,
  "species": ["Br", "C", "C", "C", "H", "H", "H", "H", "H"],
  "positions_angstrom": [[1.97, 0.91, 1.78], [-0.85, 0.60, -0.94], [0.03, -0.43, 0.09], [1.00, -0.55, 1.07], [-0.94, 0.06, -1.86], [-1.80, 0.76, -0.45], [-0.30, 1.53, -1.05], [-0.36, -1.41, -0.14], [1.24, -1.49, 1.51]],
  "lowdin_charge": [0.619, -0.040, -0.179, -0.636, 0.047, 0.053, 0.045, 0.062, 0.027]
}